Entry 1:
Here is 4 unconnected molecules or ions with the total composition C2H10O4 from OMol25. Energies are from ωB97M-V/def2-TZVPD.

The spin multiplicity is 2. The value obtained for the HOMO-LUMO gap (spin up / spin down) is 3.362 / 9.669 eV. The electronic energy comes out at -10424.605 eV. As for the total charge: -1. As for the LUMO energy (spin up / spin down): 3.7 / 3.5 eV. For the energy above the lowest of the compared OMol25 structures with the same formula, charge and spin, the calculation gives 68.6 kJ/mol. As for the expectation value of S²: 0.750.

XYZ file:
```
16
Properties=species:S:1:pos:R:3:forces:R:3
O -2.891 -1.171 -2.228 -0.66 0.09 -1.16
O -1.319 -2.656 1.777 0.84 0.26 0.62
O 0.780 1.536 0.546 0.35 0.47 0.50
O 1.744 0.940 -3.539 0.23 -0.13 -0.18
C 1.161 0.647 2.711 -0.43 -0.11 0.90
C 1.376 1.555 1.775 0.27 -0.11 -1.24
H 1.008 1.564 -3.577 -0.04 -0.48 0.22
H 0.415 -0.132 2.592 -0.01 0.07 -0.29
H -3.566 -1.872 -2.252 0.46 0.22 0.38
H -2.434 -1.224 -1.388 0.26 -0.28 0.77
H -0.649 -2.085 1.335 -0.65 -0.37 -0.08
H 1.402 0.071 -3.275 -0.20 0.58 0.01
H 2.120 2.343 1.744 -0.01 0.01 0.67
H -1.966 -2.875 1.104 -0.20 0.12 -0.59
H 1.563 0.681 3.713 0.44 0.26 -0.15
H 0.118 0.845 0.577 -0.63 -0.62 -0.40
```
Positions in Å, forces in eV/Å.

Entry 2:
Here is 2 unconnected molecules or ions with the total composition C6H9N from OMol25. Energies are from ωB97M-V/def2-TZVPD.

The value obtained for the HOMO-LUMO gap is 8.771 eV. The electronic energy comes out at -7853.150 eV. As for the LUMO energy: 0.6 eV. For the energy above the lowest of the compared OMol25 structures with the same formula, charge and spin, the calculation gives 483.4 kJ/mol.

XYZ file:
```
16
Properties=species:S:1:pos:R:3:forces:R:3
N 0.718 -1.154 0.393 0.05 0.07 -0.18
C 0.471 -0.620 1.711 -0.03 0.20 0.18
C -0.187 -0.879 -0.642 -0.13 0.03 0.01
C 0.317 -2.076 1.440 -0.08 -0.25 0.09
C -1.632 2.675 -1.358 0.05 -0.07 0.01
C -0.753 0.296 -0.849 0.00 0.16 -0.08
C -1.204 1.461 -1.092 0.11 -0.12 0.01
H 2.537 0.862 -1.524 0.02 -0.02 0.02
H -0.358 -1.723 -1.308 -0.03 0.18 0.04
H 1.342 -0.256 2.251 -0.14 -0.07 -0.12
H -1.369 3.516 -0.723 -0.05 -0.15 -0.01
H -0.438 -0.033 1.835 0.14 -0.09 -0.01
H -2.240 2.885 -2.232 0.06 -0.10 0.08
H 1.079 -2.781 1.768 -0.13 0.14 -0.06
H -0.697 -2.468 1.387 0.15 0.07 0.06
H 2.414 0.297 -1.057 0.02 0.04 -0.03
```
Positions in Å, forces in eV/Å.

Entry 3:
Here is a molecular structure, C12H8BrN3O2Pt from OMol25. Energies are from ωB97M-V/def2-TZVPD.

The value obtained for the HOMO-LUMO gap is 7.939 eV. The electronic energy comes out at -94431.299 eV. As for the LUMO energy: -0.6 eV.

XYZ file:
```
27
Properties=species:S:1:pos:R:3:forces:R:3
Pt 0.070 0.033 -0.044 -0.27 -0.13 0.20
Br 2.028 0.955 -1.164 0.18 0.09 -0.12
O -2.395 -2.756 1.603 -0.02 0.02 0.01
O -3.523 -0.039 1.867 0.00 -0.03 0.00
N -1.523 -0.719 0.892 0.11 0.05 -0.08
N -0.916 1.776 0.265 0.00 -0.02 0.00
N 0.617 -1.917 -0.095 -0.01 0.01 0.00
C -2.528 3.933 0.855 -0.04 -0.02 0.02
C 1.726 -2.443 -0.617 -0.03 -0.05 0.02
C -2.485 0.172 1.292 0.00 0.15 -0.02
C -1.550 -2.078 1.073 0.10 -0.10 -0.05
C -1.324 4.109 0.196 0.05 -0.01 -0.03
C -0.536 3.006 -0.086 -0.06 0.01 0.03
C -2.089 1.595 0.908 -0.01 -0.11 0.02
C -0.297 -2.721 0.488 -0.08 0.07 0.03
C -0.120 -4.086 0.561 0.04 0.00 -0.02
C -2.917 2.651 1.217 0.02 0.03 -0.02
C 1.031 -4.639 0.020 -0.04 -0.01 0.02
C 1.963 -3.807 -0.575 0.03 0.05 -0.02
H 0.414 3.074 -0.597 0.00 0.02 0.00
H 2.872 -4.197 -1.008 0.00 0.00 0.00
H 2.412 -1.739 -1.066 0.01 -0.01 0.00
H -3.842 2.437 1.733 0.00 0.00 0.00
H -0.983 5.090 -0.103 0.00 0.00 0.00
H -0.890 -4.672 1.041 0.00 0.00 0.00
H 1.197 -5.707 0.063 0.00 0.00 0.00
H -3.158 4.781 1.085 0.00 0.00 0.00
```
Positions in Å, forces in eV/Å.

Entry 4:
Here is 2 unconnected molecules or ions with the total composition ClHIOPS from OMol25. Energies are from ωB97M-V/def2-TZVPD.

The value obtained for the HOMO-LUMO gap is 8.056 eV. The electronic energy comes out at -42811.610 eV. As for the LUMO energy: -2.1 eV. For the energy above the lowest of the compared OMol25 structures with the same formula, charge and spin, the calculation gives 145.1 kJ/mol.

XYZ file:
```
6
Properties=species:S:1:pos:R:3:forces:R:3
I 0.206 1.393 2.717 -0.43 0.24 -1.18
Cl 1.379 -3.376 -1.065 -0.99 0.74 -0.01
S 0.577 2.164 -1.064 -0.89 -0.22 1.86
P -0.602 1.561 0.378 0.77 -0.64 -1.55
O -1.872 0.854 0.128 0.56 0.60 0.87
H 0.312 -2.596 -1.093 0.98 -0.72 0.01
```
Positions in Å, forces in eV/Å.

Entry 5:
Here is 2 unconnected molecules or ions with the total composition C2HBrF2S from OMol25. Energies are from ωB97M-V/def2-TZVPD.

The value obtained for the HOMO-LUMO gap (spin up / spin down) is 8.012 / 7.189 eV. The electronic energy comes out at -88397.146 eV. As for the LUMO energy (spin up / spin down): -1.6 / -2.5 eV. For the energy above the lowest of the compared OMol25 structures with the same formula, charge and spin, the calculation gives 462.8 kJ/mol.

XYZ file:
```
7
Properties=species:S:1:pos:R:3:forces:R:3
Br -0.625 0.483 2.797 -0.34 -0.41 1.26
S -0.273 -2.845 -2.063 1.34 2.12 0.06
F 0.736 0.373 -0.953 0.26 0.31 -1.07
F -0.391 2.353 0.930 0.29 0.16 -0.24
C 0.191 0.181 0.192 -0.26 0.82 1.91
C -0.155 1.058 1.143 0.06 -0.81 -1.82
H 0.516 -1.602 -2.045 -1.35 -2.19 -0.10
```
Positions in Å, forces in eV/Å.

Entry 6:
Here is a molecular structure, H22NeO11 from OMol25. Energies are from ωB97M-V/def2-TZVPD.

The value obtained for the HOMO-LUMO gap is 10.127 eV. The electronic energy comes out at -26389.088 eV. As for the LUMO energy: -0.2 eV. For the energy above the lowest of the compared OMol25 structures with the same formula, charge and spin, the calculation gives 83.8 kJ/mol.

XYZ file:
```
34
Properties=species:S:1:pos:R:3:forces:R:3
Ne 19.681 -11.873 -19.399 0.11 -0.26 0.01
O 20.491 -9.426 -17.586 0.46 0.59 0.03
O 17.550 -10.544 -16.540 -0.09 0.11 0.30
O 20.132 -9.761 -21.536 -0.15 0.43 0.59
O 20.261 -15.971 -19.697 0.09 -0.35 -0.44
O 15.537 -9.776 -20.122 -0.56 -0.11 -0.23
O 21.141 -12.063 -16.660 -0.42 -0.15 0.05
O 19.548 -14.424 -17.276 -0.27 -0.27 -0.37
O 22.898 -10.193 -20.854 0.45 -0.15 -0.13
O 19.899 -11.810 -23.313 -0.03 0.04 -0.09
O 18.325 -9.682 -19.486 -0.83 0.15 0.81
O 23.326 -12.870 -18.299 -0.16 0.21 0.04
H 20.109 -13.683 -17.049 0.24 0.71 0.27
H 17.720 -10.389 -17.469 0.08 0.08 -0.37
H 18.868 -9.988 -20.212 0.68 -0.13 -0.63
H 20.661 -10.367 -17.540 -0.04 -0.40 0.22
H 19.838 -15.131 -16.700 -0.03 -0.27 0.10
H 19.813 -15.240 -19.271 -0.23 0.28 0.49
H 19.671 -9.354 -18.074 -0.19 -0.10 -0.11
H 21.960 -12.251 -17.118 0.67 -0.20 -0.47
H 21.191 -15.756 -19.625 0.15 -0.01 0.00
H 21.946 -10.090 -20.854 -0.47 0.26 -0.07
H 20.372 -12.639 -23.392 0.28 -0.17 0.10
H 19.124 -11.923 -23.862 -0.29 0.05 -0.12
H 19.815 -8.963 -21.958 0.12 0.36 -0.10
H 17.473 -11.495 -16.465 -0.03 -0.25 0.03
H 21.415 -11.695 -15.819 -0.16 0.18 0.34
H 24.237 -12.917 -18.012 0.32 0.08 0.10
H 16.428 -10.013 -19.865 0.47 -0.07 0.16
H 23.091 -10.632 -20.025 0.10 -0.10 0.24
H 15.548 -8.820 -20.172 -0.08 0.18 0.02
H 18.287 -8.732 -19.597 -0.05 0.33 -0.03
H 20.092 -10.427 -22.222 0.02 -0.79 -0.58
H 23.127 -13.753 -18.612 -0.12 -0.24 -0.16
```
Positions in Å, forces in eV/Å.